1.
Density functional theory data (ωB97M-V with the def2-TZVPD basis set) for a cluster of 2 separate species, C3H5NO3 in total.

CARTESIAN COORDINATES (ANGSTROEM)
1 C -0.229 -1.190 -1.677
2 C -0.931 -0.851 -0.462
3 N -1.304 -0.460 0.563
4 O -1.958 -0.169 1.520
5 H 0.747 -1.210 -1.446
6 H -0.401 -0.517 -2.398
7 H -0.478 -2.172 -2.068
8 O 0.806 1.170 1.506
9 C 0.441 2.163 2.129
10 O -0.852 2.451 2.445
11 H 1.027 3.002 2.442
12 H -1.300 1.776 1.977

Output
Electronic energy   -10821.5446 eV
Energy relative to the best compared isomer or geometry (same formula, charge and spin)   95.5 kcal/mol
Frontier orbital gap   10.349 eV
LUMO energy   0.73 eV
Structure (SMILES)   CC#[N+][O-].O=CO

Löwdin population analysis, charges in e, atoms 1 to 6:
1. C -0.02
2. C 0.01
3. N -0.13
4. O -0.01
5. H 0.05
6. H 0.05


2.
Density functional theory data (ωB97M-V with the def2-TZVPD basis set) for the ion C4H13N2 with charge +1.

CARTESIAN COORDINATES (ANGSTROEM)
1 C -1.467 -0.702 -1.476
2 N -1.131 0.107 -0.282
3 C 0.497 0.340 -0.195
4 C 0.620 1.887 -0.308
5 C 1.125 -0.165 1.106
6 N 0.400 -1.444 1.292
7 H -0.748 -0.555 -2.287
8 H -2.471 -0.418 -1.820
9 H -1.512 -1.787 -1.387
10 H -1.427 1.064 -0.440
11 H -1.380 -0.254 0.645
12 H 1.031 -0.096 -1.047
13 H -0.216 2.508 -0.050
14 H 1.003 2.133 -1.326
15 H 1.478 2.225 0.268
16 H 2.264 -0.197 1.000
17 H 1.214 0.484 1.950
18 H 0.786 -2.106 1.986
19 H 0.590 -1.951 0.437

Output
Electronic energy   -7331.4795 eV
Energy relative to the best compared isomer or geometry (same formula, charge and spin)   46.3 kcal/mol
Net charge   +1
Frontier orbital gap   11.357 eV
LUMO energy   -2.85 eV
Structure (SMILES)   C[NH2+][C@@H](C)CN

Löwdin population analysis, charges in e, atoms 1 to 6:
1. C -0.02
2. N 0.06
3. C -0.24
4. C -0.04
5. C -0.23
6. N 0.00


3.
Density functional theory data (ωB97M-V with the def2-TZVPD basis set) for the molecule C16H19N3O3.

CARTESIAN COORDINATES (ANGSTROEM)
1 N 0.132 -0.353 1.527
2 C 0.324 -1.355 0.485
3 C -0.535 -0.978 -0.704
4 C -2.027 -1.070 -0.432
5 C -2.811 -2.154 -0.373
6 N -4.106 -1.794 -0.085
7 C -4.222 -0.420 -0.094
8 C -5.352 0.409 0.043
9 C -5.070 1.750 -0.058
10 C -3.787 2.277 -0.201
11 C -2.678 1.441 -0.357
12 C -2.939 0.061 -0.341
13 C 1.789 -1.545 0.097
14 O 2.107 -2.668 -0.324
15 N 2.724 -0.576 0.055
16 C 3.935 -0.933 -0.743
17 C 4.747 0.313 -0.722
18 C 4.383 1.037 0.594
19 C 2.881 0.750 0.666
20 C 2.015 1.802 -0.131
21 O 2.392 2.459 -1.047
22 O 0.714 1.778 0.284
23 H 0.822 -0.528 2.213
24 H -0.745 -0.565 2.013
25 H 0.080 -2.380 0.803
26 H -0.339 0.093 -0.934
27 H -0.226 -1.546 -1.623
28 H -2.550 -3.153 -0.525
29 H -4.902 -2.391 -0.043
30 H -6.402 0.115 0.189
31 H -5.940 2.432 0.179
32 H -3.634 3.332 -0.258
33 H -1.708 1.930 -0.465
34 H 3.619 -1.212 -1.751
35 H 4.415 -1.740 -0.244
36 H 4.556 0.989 -1.567
37 H 5.810 0.038 -0.665
38 H 4.586 2.093 0.597
39 H 4.960 0.615 1.410
40 H 2.382 0.716 1.614
41 H 0.604 0.932 0.917

Output
Electronic energy   -27513.6111 eV
Energy relative to the best compared isomer or geometry (same formula, charge and spin)   43.2 kcal/mol
Frontier orbital gap   8.571 eV
LUMO energy   0.48 eV
Structure (SMILES)   N[C@@H](Cc1c[nH]c2ccccc12)C(=O)N1CCC[C@H]1C(=O)O

Löwdin population analysis, charges in e, atoms 1 to 6:
1. N 0.08
2. C -0.27
3. C -0.08
4. C -0.17
5. C -0.06
6. N 0.08


4.
Density functional theory data (ωB97M-V with the def2-TZVPD basis set) for the molecule C6H14N2O2.

CARTESIAN COORDINATES (ANGSTROEM)
1 N 1.902 -0.341 -3.289
2 C 1.877 0.225 -1.972
3 C 0.561 0.222 -1.189
4 C 0.674 0.895 0.198
5 C -0.650 1.056 0.914
6 C -1.507 -0.274 1.190
7 N -2.751 0.000 1.802
8 C -0.697 -1.204 2.037
9 O -0.574 -1.175 3.223
10 O 0.007 -2.078 1.251
11 H 1.109 0.136 -3.749
12 H 1.542 -1.275 -3.351
13 H 2.304 1.251 -2.030
14 H 2.607 -0.273 -1.294
15 H -0.106 0.864 -1.840
16 H 0.118 -0.798 -1.188
17 H 1.309 0.264 0.870
18 H 1.164 1.858 0.056
19 H -1.287 1.811 0.407
20 H -0.487 1.501 1.928
21 H -1.716 -0.854 0.259
22 H -3.313 0.668 1.276
23 H -2.646 0.236 2.767
24 H 0.562 -2.718 1.725

Output
Electronic energy   -13524.3682 eV
Energy relative to the best compared isomer or geometry (same formula, charge and spin)   29.0 kcal/mol
Frontier orbital gap   10.076 eV
LUMO energy   0.73 eV
Structure (SMILES)   NCCCC[C@H](N)C(=O)O

Löwdin population analysis, charges in e, atoms 1 to 6:
1. N -0.01
2. C -0.35
3. C -0.22
4. C -0.22
5. C -0.15
6. C -0.34


5.
Density functional theory data (ωB97M-V with the def2-TZVPD basis set) for the molecule C4H6N2S.

CARTESIAN COORDINATES (ANGSTROEM)
1 C -0.110 1.812 0.011
2 N 0.280 0.399 -0.060
3 C 1.541 -0.101 0.002
4 N 1.608 -1.421 -0.006
5 C 0.276 -1.801 -0.051
6 C -0.544 -0.717 -0.037
7 S -2.323 -0.484 -0.031
8 H 0.805 2.369 -0.103
9 H -0.533 2.024 0.952
10 H -0.792 2.043 -0.807
11 H 2.383 0.540 -0.126
12 H -0.018 -2.867 0.098
13 H -2.571 -1.795 0.158

Output
Electronic energy   -18060.2746 eV
Energy relative to the best compared isomer or geometry (same formula, charge and spin)   16.1 kcal/mol
Frontier orbital gap   8.849 eV
LUMO energy   0.64 eV
Structure (SMILES)   Cn1cncc1S

Löwdin population analysis, charges in e, atoms 1 to 6:
1. C -0.02
2. N -0.14
3. C -0.20
4. N 0.06
5. C -0.19
6. C -0.62


6.
Density functional theory data (ωB97M-V with the def2-TZVPD basis set) for a cluster of 10 separate species, BF4H18O9 in total.

CARTESIAN COORDINATES (ANGSTROEM)
1 B -0.752 0.496 -0.094
2 F -1.976 -0.018 -0.410
3 F -0.304 1.133 -1.237
4 F -0.611 1.440 0.989
5 F 0.159 -0.584 0.183
6 O -1.005 -2.749 -1.137
7 H -1.196 -3.407 -0.477
8 H -0.737 -2.093 -0.545
9 O 1.735 -2.208 -2.281
10 H 1.012 -2.480 -1.703
11 H 1.410 -1.425 -2.720
12 O -2.821 -0.547 2.372
13 H -3.170 0.183 1.909
14 H -2.192 -0.172 3.002
15 O 1.548 -0.019 -3.462
16 H 1.623 0.606 -2.775
17 H 2.249 0.126 -4.094
18 O 0.721 3.876 1.347
19 H 0.518 4.054 2.268
20 H -0.080 3.388 1.179
21 O -3.891 -1.873 -1.219
22 H -3.408 -1.136 -0.866
23 H -3.454 -2.096 -2.019
24 O 2.370 -1.977 1.865
25 H 2.155 -1.411 1.123
26 H 3.306 -2.095 1.777
27 O 1.840 2.228 -0.740
28 H 1.381 2.875 -0.140
29 H 1.081 1.652 -0.944
30 O 0.910 1.093 3.208
31 H 0.610 1.055 2.281
32 H 0.973 2.070 3.355

Output
Electronic energy   -30275.2020 eV
Energy relative to the best compared isomer or geometry (same formula, charge and spin)   27.8 kcal/mol
Net charge   -1
Frontier orbital gap   9.772 eV
LUMO energy   2.63 eV

Löwdin population analysis, charges in e, atoms 1 to 6:
1. B -1.19
2. F 0.17
3. F 0.14
4. F 0.07
5. F 0.09
6. O -0.01